Entry 1:
Below is a cluster of 18 separate species, C12H60O24 in total, with properties calculated with ωB97M-V/def2-TZVPD.

Output
* LUMO: -0.338 eV
* charge: 0
* energy: -2298.74739 Ha
* HOMO level: -9.58 eV
* orbital gap: 9.24 eV

```
96
C12H60O24 (ωB97M-V/def2-TZVPD)
H -0.3515 -1.1066 -1.3437
O 2.1569 4.3840 -3.0241
H -0.4779 -4.1738 3.3101
H -1.1561 4.2815 -5.5764
O -2.3085 4.6079 -1.2470
H 0.3502 -4.4348 1.9915
H -1.6968 -5.4857 0.3336
C -0.5698 -5.5155 -1.3365
H -2.7635 -1.3639 -3.8007
O 0.3632 -1.3355 -3.4039
H 0.5461 -0.4128 -3.5018
H -0.5487 4.8760 -3.0231
O 2.6011 2.3438 2.7776
C -2.8063 2.4200 -1.8713
H -0.9492 -6.1305 -2.2322
C -1.7933 3.2539 -1.1193
H 3.0788 1.2976 -3.1149
O 4.4375 -0.8945 1.0134
H 2.8233 -1.5305 -1.3227
H -1.4050 1.0781 -1.8872
H -3.0299 0.1002 0.8565
H -4.7908 0.5413 0.8090
H 0.5839 -3.8026 -0.7757
O 2.6567 -0.7318 -1.7815
H 3.2137 2.7455 -2.9842
H -3.3544 2.4956 1.5166
O 3.5741 1.9358 -2.5759
H 0.1961 5.4826 -4.5080
H 4.0598 -0.2879 2.9115
H 1.3502 0.5375 -1.1193
H -0.4386 -3.5212 -2.1294
H -2.8639 4.6890 -2.0043
H 2.0695 -2.1112 3.0751
H -0.5041 -2.3784 4.1681
H -2.0832 -2.2665 0.4920
H 1.4440 3.2697 -4.6180
H 3.7262 0.7921 0.2545
C -3.5171 1.6911 2.2047
H -2.2088 0.1844 3.8883
C -3.8670 0.3801 1.4652
H 0.7387 -4.4978 -3.4576
H 0.7900 3.0796 -2.9005
H -2.3737 -1.3412 4.1594
H 3.7800 -2.8027 2.9032
H -0.2508 4.4036 2.5863
C 3.0156 -2.1783 2.4662
H -3.8850 2.5477 -1.4395
O -0.8438 -1.1813 -0.4986
H -1.3344 -1.6853 -3.3954
H -0.0611 -1.9965 5.5041
H 3.6110 1.9901 -0.8085
O -1.7644 -0.6444 4.2139
C 1.0676 3.7652 -3.6454
C 0.1494 -4.2288 -1.6652
O -2.3544 1.1605 -1.6970
O -2.2397 -2.0738 -3.4846
O 1.1606 -4.4817 -2.5791
O -2.4239 -2.8468 1.0921
H 2.1618 -3.5196 1.4618
O -0.0168 3.4519 2.4049
C -0.0305 0.6426 0.3671
O -1.6295 -5.0973 -0.5459
H -4.3312 2.0187 2.8544
H -0.8172 3.1197 -1.6625
H -3.4110 -1.4990 1.9733
H 0.5275 1.1410 1.1925
H 1.8117 1.7748 3.0122
O -0.9600 3.9062 -4.7354
H -2.8835 2.6150 -2.8710
O 2.8181 -2.8489 1.2409
O 0.7621 0.3633 3.6144
H 3.0771 -0.8167 -2.6653
O 0.4596 0.8621 -0.9609
H -1.7017 3.0756 -0.0564
H 2.9072 2.0023 1.9215
H 0.9382 3.4839 2.5622
H -0.9625 1.2119 0.5640
H -0.0464 0.0638 4.0067
H 1.1674 -1.5623 -2.9430
O -0.2652 -3.7841 2.3946
H 1.7768 5.0346 -2.3855
H -0.0376 -6.1146 -0.6541
C -0.1558 4.6426 -3.9127
C 3.5886 -0.8044 2.0755
O -0.1529 -2.7744 4.9784
H 4.2296 -1.8017 0.6641
H 1.4555 0.0807 4.2101
H -0.4550 -1.0906 1.5769
H -1.7359 2.2469 2.4169
C -0.0464 -0.8336 0.6301
H -1.6237 -3.1737 1.4935
H 0.9136 -1.3553 0.4447
O -3.9204 -0.7303 2.3558
H 2.7457 -0.1422 1.8546
O -2.2531 1.5771 2.8535
O 3.5671 1.7420 0.1478
```



Entry 2:
Below is the molecule C5H8N2, with properties calculated with ωB97M-V/def2-TZVPD.

Output
* LUMO: -0.624 eV
* charge: 0
* energy: -304.58339 Ha
* HOMO level: -8.81 eV
* orbital gap: 8.18 eV

```
15
C5H8N2 (ωB97M-V/def2-TZVPD)
C -0.7363 0.2213 -0.4064
C -2.0261 0.2379 0.4170
H -2.6333 1.1885 0.3612
H 3.0298 -0.2039 0.7523
H -2.6350 -0.5588 0.1410
C 0.1766 1.3917 -0.2430
H -1.0404 0.2629 -1.4032
H 2.4057 1.4012 -0.6228
N 1.9488 -0.1293 0.8210
H 0.0384 -1.7741 -1.1518
C 0.1304 -1.1104 -0.3127
H -0.0746 -1.3489 0.7100
C 1.4891 0.8102 -0.1409
N 1.4621 -0.6510 -0.4699
H -1.5352 0.2625 1.5481
```



> Which of these has the highest LUMO?

C12H60O24